This record from OMol25 describes a structure of composition C30H49Cl38FGaN2O4 at a distorted geometry. The level of theory is the ωB97M-V functional and the def2-TZVPD basis.

Structure (XYZ):
```
125
Properties=species:S:1:pos:R:3:forces:R:3
H -7.324 -8.429 10.679 0.09 0.07 -0.07
Cl -6.963 -6.272 11.547 0.00 -0.04 0.05
H 7.732 2.722 4.232 -0.06 -0.06 0.13
Cl 6.931 2.694 -10.322 0.05 0.02 0.04
C -4.146 2.398 0.397 -0.34 -0.77 1.18
H 0.528 -1.571 7.866 -0.06 -0.08 0.04
Cl 3.141 -2.364 3.102 0.12 0.06 0.12
H 2.083 3.930 -5.861 0.05 -0.03 0.07
H 4.749 -3.741 2.083 -0.05 -0.06 0.06
Cl 5.446 3.164 4.565 0.02 0.13 -0.06
H -0.138 -0.748 6.437 -0.10 -0.05 -0.07
H 8.416 4.654 -1.978 0.09 0.01 0.03
Cl 7.160 -2.219 6.376 -0.01 -0.06 0.04
Cl -5.240 -8.213 7.898 0.10 -0.25 0.01
H -2.599 4.465 -11.553 0.07 0.07 -0.03
Cl 0.752 2.136 2.823 0.49 1.35 0.62
H 3.126 3.600 -2.114 0.10 0.00 0.09
Cl 10.495 7.820 4.668 0.01 0.01 0.06
Cl -4.013 -5.807 -1.006 0.33 -0.93 0.03
H 0.319 0.364 2.063 -0.51 -1.53 -0.89
C 2.028 2.508 3.986 -0.11 0.16 -0.14
Cl 1.949 -3.542 -6.340 -0.02 -0.05 0.01
C -4.980 -2.712 -0.989 0.48 -0.14 -0.87
C -0.390 -2.375 0.520 -0.08 0.80 -0.56
H -5.040 -7.738 -0.142 0.04 0.06 0.06
H -3.527 2.107 -7.290 0.09 0.03 -0.09
Cl 9.937 3.121 -2.911 -0.03 0.02 -0.06
H 6.069 4.694 -9.434 0.00 -0.01 -0.11
Cl -1.369 9.469 -7.321 -0.06 0.00 -0.01
C 8.846 7.451 5.187 0.02 0.04 0.12
H 5.043 -1.450 7.063 0.10 0.06 0.02
Cl 7.762 7.232 3.807 -0.06 -0.02 0.04
C 5.693 3.683 -9.537 0.02 0.03 0.07
Cl -8.118 -7.027 8.971 -0.36 0.10 0.05
Cl 5.205 2.481 -2.108 0.03 0.06 -0.04
C -7.875 -7.495 10.655 0.05 -0.10 0.01
H -6.729 -7.055 6.493 -0.01 -0.13 0.02
C -2.797 -5.253 2.603 0.10 0.05 -0.05
C -2.925 2.782 -6.692 -0.23 -0.09 0.23
H 7.813 2.985 -1.913 0.09 -0.07 0.04
H -1.547 1.255 0.776 0.14 -0.05 0.26
C -5.675 -7.309 6.448 -0.02 0.22 -0.04
H -3.393 2.938 -5.723 0.13 0.01 0.05
H -5.665 -2.646 -0.137 1.60 0.44 1.07
Cl 0.350 -3.009 6.015 0.05 0.04 0.01
H -2.054 7.230 -7.082 0.08 0.01 -0.06
O -3.691 3.356 -0.499 -0.40 -0.14 -0.22
O -3.976 2.593 1.578 0.26 0.29 -0.01
H -2.550 -5.137 9.402 -0.09 -0.10 -0.02
Cl -2.801 4.336 -7.532 -0.06 0.02 -0.10
H -3.391 -5.856 1.926 -0.11 0.11 0.01
C -1.168 -0.447 -3.522 -0.69 -1.98 -0.95
C 3.435 2.564 -2.211 -0.16 -0.05 0.02
C -5.390 -6.756 -0.438 -0.03 -0.04 -0.08
Cl 4.199 3.724 -10.480 -0.04 0.04 0.06
H -5.076 -6.407 6.416 0.08 -0.06 -0.03
Cl 7.721 4.119 6.129 0.05 -0.03 -0.03
C 0.363 -2.807 -6.613 -0.14 -0.04 0.16
H 7.305 4.399 3.824 -0.05 0.07 0.10
Cl 5.587 0.001 5.297 0.00 -0.10 0.08
H -0.077 -3.407 0.428 0.34 0.13 0.05
Ga -3.587 -0.022 -1.260 -1.47 -0.55 0.55
H -1.969 -2.650 -0.873 0.07 -0.01 0.10
H -1.626 1.257 -4.370 -0.49 -0.20 -0.07
H 8.858 6.536 5.767 0.03 -0.05 -0.11
H 3.132 2.170 -3.174 0.12 -0.05 0.13
C -0.156 -1.657 7.029 0.14 0.04 -0.11
H -6.109 -6.844 -1.245 0.00 0.12 0.02
C -1.462 7.914 -6.485 -0.11 -0.08 0.02
H -8.844 -7.621 11.125 0.00 0.10 -0.03
Cl -1.334 2.059 -6.441 0.03 0.34 -0.64
C -2.875 -4.929 8.388 0.25 0.06 -0.11
Cl 9.226 3.491 -0.101 -0.06 0.03 0.04
H -1.928 8.064 -5.518 0.09 0.06 0.01
H 3.704 -2.929 0.895 -0.15 0.00 0.02
C -1.482 -1.933 -0.213 -0.50 -0.66 -1.12
Cl 2.117 1.256 5.234 0.07 0.03 0.13
Cl -6.177 -5.991 0.948 -0.03 -0.05 0.04
H -0.239 -3.486 -7.206 0.09 0.03 -0.09
C 7.159 3.592 4.533 0.05 -0.05 -0.17
H -1.946 -5.822 2.962 -0.01 0.08 0.09
O -1.160 -1.611 -3.793 0.23 0.45 0.39
C -0.211 -0.323 1.377 0.90 1.70 1.49
Cl 0.501 -1.269 -7.478 -0.07 0.03 -0.01
C 3.732 -3.451 1.846 0.04 0.10 -0.06
C -3.049 0.974 -2.993 -0.19 -0.12 0.31
Cl 4.006 2.632 -6.269 0.04 0.03 0.03
N -2.147 0.441 -4.024 1.36 0.96 1.51
C 8.678 3.622 -1.777 -0.05 0.03 -0.02
H -5.155 0.580 0.780 0.26 0.04 -0.01
H 5.475 3.262 -8.563 -0.04 -0.08 -0.06
F -0.173 0.039 -2.757 -0.37 0.67 -0.28
C -1.267 0.209 0.680 -0.90 -0.57 -0.97
H 2.977 2.546 3.463 -0.03 -0.13 -0.04
C -1.988 -0.641 -0.180 0.44 0.47 0.12
C -3.114 5.416 -11.482 -0.04 -0.11 0.08
O -3.505 2.076 -3.205 0.13 0.11 -0.58
H -5.064 -1.730 -2.858 2.12 -1.01 -0.53
H 1.827 2.747 -7.161 0.04 -0.09 0.02
Cl 2.662 1.618 -0.939 -0.05 0.04 -0.05
H 8.477 8.272 5.792 0.01 0.06 -0.11
C 2.259 2.909 -6.180 -0.18 0.10 -0.13
H -2.375 -4.043 8.000 -0.22 -0.46 0.07
Cl -2.439 -6.304 7.357 0.11 0.10 0.07
C -4.808 1.147 -0.084 0.26 0.98 -0.66
H -5.695 1.368 -0.690 0.36 0.08 -0.23
C 5.536 -1.567 6.104 -0.13 -0.06 -0.08
N 0.250 -1.558 1.344 0.38 -0.81 -0.21
Cl -3.216 6.132 -13.095 -0.03 -0.05 -0.03
Cl -4.618 -4.622 8.404 0.00 0.09 0.08
H -4.118 5.268 -11.101 0.00 0.10 -0.01
Cl 0.141 7.210 -6.240 0.00 -0.06 0.02
Cl -2.205 -3.826 1.744 -0.70 -0.87 0.61
H 4.980 -2.260 5.481 0.07 0.03 -0.07
H -4.492 -3.683 -1.185 -2.06 0.32 -0.66
Cl -2.230 6.457 -10.361 0.03 0.05 0.03
H 1.820 3.464 4.453 -0.06 -0.08 0.09
Cl -1.796 -1.891 7.657 0.08 0.52 -0.02
Cl -5.371 -8.225 4.971 -0.03 -0.09 -0.07
H -2.784 3.165 -0.752 0.00 -0.09 -0.12
H -0.110 -2.625 -5.654 0.09 0.08 0.01
Cl -3.798 -4.799 3.992 -0.10 -0.06 0.12
C -4.686 -1.665 -1.824 -1.34 1.16 0.70
Cl 1.491 1.812 -5.030 0.10 -0.10 0.04
Cl 2.738 -4.910 1.723 0.04 -0.04 -0.05
```
Positions in Å, forces in eV/Å.

## Properties
Multiplicity ... 1
Orbital gap ... 5.587 eV
Net charge ... -1
Energy ... -574019.1538 eV